1.
{
  "formula": "C16H26IrNS",
  "method": "ωB97M-V/def2-TZVPD",
  "species": ["C", "H", "H", "H", "C", "H", "H", "C", "H", "H", "H", "C", "C", "C", "C", "C", "C", "C", "C", "C", "C", "Ir", "H", "H", "H", "H", "H", "H", "H", "H", "H", "H", "H", "H", "H", "H", "H", "S", "C", "C", "N", "C", "H", "H", "H"],
  "coordinates": [[1.679, 2.557, -0.834], [2.482, 3.140, -0.363], [2.067, 2.142, -1.773], [1.429, 1.704, -0.167], [0.448, 3.428, -1.086], [-0.397, 2.793, -1.382], [0.153, 3.892, -0.137], [0.646, 4.529, -2.126], [-0.284, 5.087, -2.262], [1.420, 5.237, -1.813], [0.933, 4.115, -3.097], [-1.038, -2.246, -0.233], [-1.648, -1.267, -1.114], [-0.631, -0.763, -2.000], [0.617, -1.375, -1.645], [0.380, -2.270, -0.541], [1.415, -3.078, 0.136], [1.884, -1.239, -2.400], [-0.854, 0.100, -3.186], [-3.072, -0.864, -1.132], [-1.698, -2.918, 0.917], [-0.131, -0.297, 0.006], [2.745, -1.521, -1.791], [1.872, -1.883, -3.293], [2.044, -0.210, -2.739], [2.403, -2.718, -0.154], [1.321, -2.983, 1.220], [1.350, -4.138, -0.120], [-2.541, -2.325, 1.300], [-2.129, -3.889, 0.668], [-0.982, -3.120, 1.727], [-3.193, 0.028, -1.748], [-3.717, -1.645, -1.545], [-3.417, -0.636, -0.121], [-0.029, 0.806, -3.336], [-0.934, -0.511, -4.099], [-1.772, 0.686, -3.096], [-1.872, 0.400, 3.925], [-0.253, -0.267, 4.095], [0.400, -0.283, 2.895], [-0.362, 0.228, 1.820], [-1.555, 0.746, 2.276], [0.116, -0.747, 5.005], [1.428, -0.594, 2.701], [-2.315, 1.095, 1.584]],
  "charge": 2,
  "homo_energy_ev": [-14.644, -16.675],
  "s_squared": 6.01,
  "homo_lumo_gap_ev": [7.4, 6.2],
  "lumo_ev": [-7.25, -10.48],
  "multiplicity": 5
}



2.
{
  "formula": "C16H26N6O5S",
  "method": "ωB97M-V/def2-TZVPD",
  "species": ["C", "S", "C", "C", "O", "N", "C", "C", "O", "C", "C", "N", "C", "C", "O", "C", "N", "C", "N", "C", "C", "N", "O", "N", "C", "C", "O", "C", "H", "H", "H", "H", "H", "H", "H", "H", "H", "H", "H", "H", "H", "H", "H", "H", "H", "H", "H", "H", "H", "H", "H", "H", "H", "H"],
  "coordinates": [[1.301, 4.875, 2.950], [1.958, 3.603, 4.069], [0.522, 2.509, 4.467], [0.960, 1.099, 4.996], [0.123, 0.316, 5.441], [2.255, 0.761, 4.940], [2.814, -0.507, 5.419], [3.073, -0.528, 6.937], [4.054, 0.452, 7.266], [4.327, 0.543, 8.660], [5.307, 1.698, 8.932], [6.661, 1.496, 8.382], [6.820, 1.908, 6.979], [7.618, 0.883, 9.126], [7.384, 0.483, 10.267], [9.022, 0.681, 8.527], [10.070, 0.225, 9.442], [10.085, -0.790, 10.355], [11.275, -0.898, 10.888], [11.985, 0.048, 10.260], [13.390, 0.302, 10.523], [13.941, -0.436, 11.477], [14.058, 1.136, 9.927], [11.294, 0.737, 9.358], [-0.527, 3.169, 5.399], [-1.636, 2.776, 4.422], [-2.570, 3.763, 4.052], [-0.590, 2.351, 3.390], [2.036, 5.671, 2.829], [1.099, 4.461, 1.963], [0.388, 5.315, 3.349], [2.894, 1.474, 4.621], [2.173, -1.347, 5.140], [3.762, -0.667, 4.904], [2.140, -0.326, 7.470], [3.415, -1.519, 7.240], [3.406, 0.725, 9.218], [4.740, -0.396, 9.036], [4.896, 2.581, 8.439], [5.319, 1.935, 9.998], [7.814, 1.737, 6.566], [6.117, 1.367, 6.345], [6.603, 2.971, 6.874], [8.958, -0.046, 7.720], [9.349, 1.631, 8.103], [9.195, -1.363, 10.573], [13.367, -1.114, 11.953], [14.910, -0.286, 11.694], [-0.626, 2.726, 6.393], [-0.395, 4.244, 5.519], [-2.220, 1.927, 4.788], [-2.103, 4.565, 3.809], [-0.514, 3.019, 2.538], [-0.740, 1.340, 3.003]],
  "relative_energy_kj_mol": 231.0,
  "charge": 0,
  "homo_energy_ev": -9.157,
  "smiles": "CS[C@]1(C(=O)NCCOCCN(C)C(=O)Cn2cnc(C(N)=O)n2)C[C@H](O)C1",
  "homo_lumo_gap_ev": 9.4,
  "lumo_ev": 0.27,
  "multiplicity": 1
}



3.
{
  "formula": "C16H26NO",
  "method": "ωB97M-V/def2-TZVPD",
  "species": ["O", "C", "C", "C", "C", "C", "C", "C", "C", "C", "C", "C", "C", "C", "C", "C", "C", "N", "H", "H", "H", "H", "H", "H", "H", "H", "H", "H", "H", "H", "H", "H", "H", "H", "H", "H", "H", "H", "H", "H", "H", "H", "H", "H"],
  "coordinates": [[1.638, 3.066, -0.639], [0.182, -4.819, 3.604], [-0.066, -4.875, 2.251], [0.398, -3.596, 4.272], [-0.082, -3.712, 1.523], [0.425, -2.421, 3.507], [0.144, -2.440, 2.129], [-1.350, 4.563, -2.462], [0.140, 4.259, -2.136], [1.279, -1.044, 0.403], [-1.233, -0.963, 0.617], [0.308, 3.062, -1.203], [0.061, -1.141, 1.332], [-0.159, -0.554, -2.274], [1.263, 0.271, -0.395], [-1.162, 0.375, -0.232], [-0.022, 1.717, -1.920], [-0.003, 0.431, -1.172], [2.001, 3.961, -0.555], [0.172, -5.741, 4.162], [-0.149, -5.827, 1.763], [0.593, -3.495, 5.340], [-0.304, -3.777, 0.437], [0.592, -1.514, 4.052], [-1.337, 5.541, -2.952], [-1.947, 4.585, -1.503], [-1.750, 3.812, -3.182], [0.673, 4.011, -3.066], [0.609, 5.102, -1.638], [1.255, -1.925, -0.255], [2.158, -1.129, 1.024], [-2.079, -0.877, 1.323], [-1.403, -1.841, -0.010], [-0.382, 3.160, -0.377], [0.117, -0.316, 2.051], [0.821, -0.638, -2.822], [-0.983, -0.294, -2.942], [-0.434, -1.549, -1.867], [1.355, 1.128, 0.315], [2.135, 0.263, -1.071], [-2.103, 0.468, -0.798], [-1.105, 1.234, 0.475], [0.757, 1.637, -2.689], [-1.022, 1.843, -2.421]],
  "relative_energy_kj_mol": 122.1,
  "charge": 1,
  "homo_energy_ev": -11.616,
  "smiles": "CC[C@H](O)C[N@+]1(C)CC[C@@H](c2ccccc2)CC1",
  "homo_lumo_gap_ev": 9.3,
  "lumo_ev": -2.30,
  "multiplicity": 1
}



4.
{
  "formula": "C16H26O11S",
  "method": "ωB97M-V/def2-TZVPD",
  "species": ["C", "C", "C", "O", "C", "O", "O", "H", "H", "H", "H", "H", "H", "C", "C", "C", "O", "C", "O", "O", "H", "H", "H", "H", "H", "H", "C", "C", "C", "O", "C", "O", "O", "H", "H", "H", "H", "H", "H", "C", "C", "C", "S", "O", "O", "C", "H", "H", "H", "H", "H", "H", "H", "H"],
  "coordinates": [[39.932, 21.212, 6.023], [39.095, 20.917, 4.636], [37.642, 20.886, 4.824], [37.130, 21.872, 4.027], [38.195, 22.506, 3.352], [38.096, 23.216, 2.464], [39.324, 22.120, 3.823], [39.507, 21.875, 6.687], [40.925, 21.560, 6.040], [39.998, 20.245, 6.513], [39.442, 20.039, 4.086], [37.257, 21.187, 5.896], [37.349, 19.864, 4.611], [33.875, 15.950, 5.422], [34.854, 16.255, 6.655], [34.294, 16.866, 7.909], [34.809, 15.944, 8.865], [35.442, 14.936, 8.325], [35.962, 13.946, 8.988], [35.427, 15.100, 7.041], [32.981, 15.292, 5.613], [34.572, 15.740, 4.421], [33.381, 16.782, 4.962], [35.644, 16.925, 6.348], [33.226, 17.002, 7.920], [34.764, 17.930, 8.203], [36.678, 11.986, 2.229], [37.476, 12.219, 3.506], [36.647, 12.516, 4.786], [36.922, 11.386, 5.595], [37.918, 10.712, 5.015], [38.552, 9.782, 5.694], [38.156, 11.116, 3.901], [37.544, 11.753, 1.473], [36.160, 13.024, 1.852], [35.840, 11.271, 2.268], [38.117, 12.952, 3.434], [35.525, 12.660, 4.792], [37.056, 13.339, 5.295], [38.078, 17.002, 0.934], [37.206, 18.172, 1.245], [36.413, 18.000, 2.503], [37.438, 16.947, 3.433], [36.743, 15.706, 3.768], [38.148, 17.700, 4.415], [38.691, 16.680, 2.205], [38.727, 17.440, 0.262], [37.408, 16.190, 0.601], [36.443, 18.489, 0.447], [37.660, 19.138, 1.196], [35.408, 17.441, 2.247], [36.074, 19.007, 2.890], [39.278, 15.611, 2.194], [39.728, 17.240, 2.404]],
  "relative_energy_kj_mol": 33.9,
  "charge": 0,
  "homo_energy_ev": -9.663,
  "smiles": "C[C@H]1COC(=O)O1.C[C@H]1COC(=O)O1.C[C@H]1COC(=O)O1.O=S1(=O)CCCC1",
  "homo_lumo_gap_ev": 9.5,
  "lumo_ev": -0.18,
  "multiplicity": 1
}



Number 1: calculated total energy -1181.75882 Ha. Number 2: calculated total energy -1728.21229 Ha. Number 3: calculated total energy -755.01864 Ha. Number 4: calculated total energy -1850.88704 Ha.